[1]
An isolated molecule of C2H2O2S2 in a non-equilibrium geometry, computed with wB97M-V/def2-TZVPD.

CARTESIAN COORDINATES (ANGSTROEM)
H: 1.827235 1.131167 0.850453
H: -1.494819 -0.595972 -0.940892
C: -0.104951 -0.701389 0.696867
C: -0.053463 0.570566 -0.498427
S: -1.250881 -1.927974 0.008105
S: 1.542781 1.361318 -0.566529
O: 0.589372 -0.678615 1.650375
O: -1.055273 0.840899 -1.199952

Atoms 1-2, force components in eV/Å:
H -0.506 -0.042 -2.271
H -0.500 -2.205 1.154

The calculation puts the energy above the lowest of the compared OMol25 structures with the same formula, charge and spin at 38.3 kcal/mol. As for the HOMO-LUMO gap: 9.17 eV. The value obtained for the HOMO energy is -9.875 eV. The calculated total energy is -1024.20166 a.u. Its molecular weight is 122.17 g/mol.

=====

[2]
An isolated molecule of C4H10N4 in a non-equilibrium geometry, computed with wB97M-V/def2-TZVPD.

CARTESIAN COORDINATES (ANGSTROEM)
H: 1.379682 -1.903609 -1.022125
N: -0.150112 2.141872 -0.108474
H: 0.131865 2.387961 -1.048167
C: 2.147900 0.410907 0.127404
H: 2.819372 -0.339108 0.546890
C: 0.670722 -1.618662 -0.237360
H: 2.545187 0.705179 -0.851176
H: -0.339991 -1.924188 -0.485798
N: -2.628703 -0.796632 -0.168903
C: -0.307012 0.756924 0.078630
H: 2.172614 1.290844 0.768133
H: -2.591125 -1.494358 0.572550
H: -0.996466 2.632088 0.151900
N: -1.047800 0.226038 1.174627
N: -1.954080 0.381369 0.209753
C: 0.761937 -0.141367 -0.017222
H: 0.980761 -2.161545 0.659435
H: -3.594753 -0.553711 -0.350097

Atoms 1-2, force components in eV/Å:
H -0.165 -0.030 -0.090
N 0.082 -0.199 0.346

The calculation puts the energy above the lowest of the compared OMol25 structures with the same formula, charge and spin at 117.9 kcal/mol. As for the HOMO-LUMO gap (spin up / spin down): 7.90 / 7.91 eV. The value obtained for the HOMO energy (spin up / spin down) is -7.194 / -7.198 eV. The calculated total energy is -377.25899 a.u. Its molecular weight is 114.15 g/mol.

=====

[3]
A structure of composition C5H6N in a non-equilibrium geometry, computed with wB97M-V/def2-TZVPD.

CARTESIAN COORDINATES (ANGSTROEM)
C: -0.134190 -0.421823 0.576889
H: -2.302935 -1.196824 0.058723
H: 1.329629 -1.431174 -0.802475
N: -0.043960 0.887892 -0.038476
C: 1.142415 0.686306 -0.537455
H: 1.717244 1.324160 -1.189010
H: -2.025352 1.595362 -0.822846
H: 2.048848 -0.926917 0.730328
C: -1.541397 -0.442760 0.074454
C: -1.435189 0.830790 -0.357344
H: -0.026983 -0.209478 2.301282
C: 1.271870 -0.695534 0.005930

Atoms 1-2, force components in eV/Å:
C 0.405 0.518 5.006
H -0.228 -0.036 0.063

The calculation puts the energy above the lowest of the compared OMol25 structures with the same formula, charge and spin at 150.6 kcal/mol. Its charge is +1. As for the HOMO-LUMO gap: 9.30 eV. The value obtained for the HOMO energy is -14.897 eV. The calculated total energy is -248.37568 a.u. Its molecular weight is 80.11 g/mol.

=====

[4]
A structure of composition C35H47BF4N3O2PRh in a non-equilibrium geometry, computed with wB97M-V/def2-TZVPD.

CARTESIAN COORDINATES (ANGSTROEM)
C: 3.238118 -2.522869 -2.367345
H: -1.768891 2.279132 5.268624
H: 2.273049 3.846920 -4.950916
H: 5.633501 -2.795926 -4.792491
C: -1.477590 -2.110867 -0.782751
H: -0.347007 -1.666589 -7.702643
B: 3.149625 1.501522 1.204110
C: 2.698442 2.469286 -3.352813
N: -1.580724 -0.962636 -0.088141
H: 2.511602 -3.334827 4.190051
C: 3.356428 -0.976383 -2.326095
O: -4.349902 -5.056771 -0.506055
H: 1.787191 -2.486054 0.044279
H: -6.448408 -4.518406 0.710045
H: -2.731659 0.152596 1.213938
H: -1.365976 -1.045034 -5.532262
H: -0.179235 1.907683 -2.692377
C: -2.667732 -0.779220 0.675525
H: 3.302325 -2.646366 -4.512701
C: -3.580293 -2.891505 0.038962
H: 3.328936 1.853714 -3.989329
H: 1.452137 3.998470 -1.192160
H: -6.021475 -2.889413 1.080900
H: 2.634714 -1.038789 -5.484427
C: 1.725362 3.297851 -4.184465
C: 1.261525 -1.646303 3.797541
C: -1.307855 2.020578 1.947811
H: -2.353405 -3.999488 -1.307665
C: 0.576324 2.209181 -1.958166
H: 0.244391 0.392689 -4.235447
H: 3.638123 -4.164248 -3.715556
H: -4.523462 -1.488132 1.398451
C: 4.540255 -0.460168 -3.172706
C: 0.991997 -0.414194 -4.217738
H: 3.373929 3.142940 -2.820881
H: -1.522217 2.490775 0.995705
P: 1.775568 -0.163782 -2.595441
H: -1.122179 -2.786191 -5.605001
H: 1.685072 -0.219368 -7.602360
C: -0.600602 -1.828575 -5.562870
C: 1.629802 -2.267343 1.089060
O: 0.780164 -0.721887 -1.532960
F: 3.865942 0.392664 0.805020
H: 3.530836 -0.668590 -1.295016
C: -2.456388 -3.083418 -0.743730
H: 6.584220 -1.042323 -3.544723
H: 0.964306 -2.574985 -4.290647
C: -0.610103 0.782986 4.275912
H: -0.583846 -2.219639 -1.372174
N: -0.551016 0.917345 1.909655
C: -3.682042 -1.711212 0.758159
H: 5.927754 -1.614392 -2.026827
H: 2.415060 0.705249 -5.440052
C: 0.867555 -1.192458 1.483210
C: 0.660679 3.725492 -1.894582
H: 0.240408 1.782377 -1.003673
Rh: 0.114039 0.078303 0.220965
F: 3.121238 1.668054 2.556346
H: 0.334893 0.511005 -6.745599
H: 2.202074 -2.841100 -2.228054
H: 0.012544 4.551278 -3.791837
H: 1.143663 -1.404425 4.846498
C: 2.033192 -2.735765 3.427861
C: 1.957933 1.611451 -2.294923
H: 0.976510 -2.473032 -6.874080
C: 1.039539 -0.328151 -6.729516
C: -1.414923 1.902819 4.318242
H: 1.033174 2.635534 -4.714602
C: 0.238423 -1.754873 -4.289213
H: 4.860514 0.510611 -2.791546
C: 5.324112 -2.798594 -3.745590
N: -5.757810 -3.785901 0.719738
H: -0.269340 4.149918 -1.514124
C: 3.818937 -3.090070 -3.658710
H: 2.809109 -3.907691 1.808598
C: -1.765420 2.545534 3.135117
C: 0.267691 -1.640769 -6.802025
H: 3.802297 -2.931092 -1.524496
F: 1.684902 1.224598 0.814708
C: 0.659414 -0.865295 2.815777
C: 5.690008 -1.460734 -3.082795
H: -2.367217 3.442289 3.132983
C: 0.950571 4.288195 -3.300013
H: 5.878094 -3.602962 -3.258357
H: 1.523675 5.211096 -3.200682
H: 2.569792 1.624035 -1.390872
C: -0.176610 0.302108 3.046527
C: 1.885981 -0.245702 -5.459328
H: 4.262769 -0.326177 -4.219152
C: 2.209705 -3.050302 2.086889
C: -4.604284 -4.014245 0.053497
H: -0.393762 -1.876965 -3.410951
H: -0.309898 0.284932 5.186339
F: 3.479726 2.628355 0.491921

Atoms 1-2, force components in eV/Å:
C 0.017 0.023 -0.037
H 0.025 0.026 -0.004

The calculation puts the energy above the lowest of the compared OMol25 structures with the same formula, charge and spin at 0.0 kcal/mol. Its charge is +1. As for the HOMO-LUMO gap: 8.11 eV. The value obtained for the HOMO energy is -11.448 eV. The calculated total energy is -2553.01943 a.u. Its molecular weight is 762.46 g/mol.

=====

[5]
A structure of composition C3H11N2PS in a non-equilibrium geometry, computed with wB97M-V/def2-TZVPD.

CARTESIAN COORDINATES (ANGSTROEM)
P: -0.201677 0.029410 -1.386460
S: 0.817584 0.737235 -2.895248
C: 0.190260 1.493229 1.334805
H: 0.423361 -2.051854 -2.196287
H: -0.839294 2.040023 1.316882
N: -0.414136 -1.671585 -1.681074
H: 0.816333 2.097846 0.541039
H: -1.727249 1.608632 -1.808740
C: 0.093379 0.008690 0.893187
H: -0.881925 -2.343152 -1.039535
H: 0.641202 1.640223 2.321570
H: 1.337446 -1.242450 2.366840
C: 1.245127 -0.941360 1.243879
H: 2.181142 -0.631406 0.789991
H: -2.189477 0.779700 -0.465090
H: 1.013950 -1.824501 0.788549
N: -1.762749 0.720995 -1.447394
H: -0.743278 -0.449675 1.323088

Atoms 1-2, force components in eV/Å:
P -1.160 -1.893 1.678
S 0.282 -0.002 1.056

The calculation puts the energy above the lowest of the compared OMol25 structures with the same formula, charge and spin at 23.3 kcal/mol. As for the HOMO-LUMO gap: 9.26 eV. The value obtained for the HOMO energy is -8.705 eV. The calculated total energy is -969.94391 a.u. Its molecular weight is 138.18 g/mol.

=====

[6]
A structure of composition C30H43Cl2IN4O4PSi in a non-equilibrium geometry, computed with wB97M-V/def2-TZVPD.

CARTESIAN COORDINATES (ANGSTROEM)
H: 1.240838 2.269201 -2.141375
C: -5.130397 0.429991 0.464777
C: -4.844429 1.807087 -0.133082
H: 6.284888 -4.886091 1.262245
H: -3.964339 2.223045 -2.080705
H: 1.267187 3.239756 2.700114
Cl: 5.879725 -3.530602 3.481865
C: 1.297846 5.427311 0.102450
H: 2.081160 -3.170973 -1.657689
H: 1.224468 0.666097 -2.790316
N: 2.820505 -0.678060 0.595531
C: 5.208223 -3.180620 1.945781
H: -1.253072 -1.913601 1.559337
H: -2.014007 -1.675941 3.132966
H: -4.868624 -2.730118 3.273093
H: -2.074674 2.209476 0.302479
C: -3.386645 -2.732459 -0.419841
Cl: 4.269539 -0.940279 3.060454
C: 1.456968 1.713898 0.409489
H: 0.255845 5.183977 3.810620
C: -3.955318 -0.138392 1.289008
H: -4.025778 -1.087630 -1.663823
H: -1.862656 -3.318106 2.441234
H: -2.698284 -4.576305 0.452559
H: 1.925113 1.294343 1.296043
N: 5.858321 -1.501216 -1.755617
H: 0.539144 7.432172 0.187520
C: -2.619052 -4.672436 -1.673414
C: -3.617971 -2.087995 -1.639790
C: -1.300874 2.588356 -1.663356
H: 0.398920 1.856844 0.634927
H: -4.669801 2.512652 0.682650
C: 0.904709 1.252858 -1.935940
H: 5.729478 -0.977393 -2.614197
C: -2.443221 2.611904 -0.647498
C: 0.708566 6.510392 0.727142
H: 7.311372 -0.808779 0.214582
H: -2.247098 -5.687949 -1.674056
H: -3.002671 0.334266 1.029740
H: -5.469364 -0.252939 -0.315395
O: 3.486354 -2.752339 -0.268421
C: 0.541019 5.251095 2.770189
H: -0.122011 7.272047 2.550678
H: 5.370978 1.384690 -0.907902
C: 5.563874 -4.173879 0.870654
H: -0.576947 3.366265 -1.407110
H: -5.736541 2.147121 -0.660308
C: -2.881569 -4.039340 -0.471439
H: 6.021072 -3.681867 0.009650
H: -5.974269 0.539181 1.149492
H: 3.678923 -2.714367 -2.311352
C: -0.626781 1.207084 -1.755491
C: -2.846174 -4.005248 -2.871457
H: -3.539636 -2.178347 -3.772536
C: -2.051753 -2.269223 2.217364
O: 4.721397 0.714033 -0.655425
C: 3.936179 -1.625752 0.430308
C: 1.494420 4.243579 0.810355
P: 5.350965 -0.740912 -0.503662
H: -2.720872 3.652252 -0.458085
H: 1.739804 -1.054489 -2.382282
N: 1.599128 0.813079 -0.723640
C: -3.659333 1.819957 -1.113512
H: -1.697776 2.855519 -2.646271
H: -0.833488 0.669537 -0.825264
H: 1.604041 5.489866 -0.933261
H: 4.686929 -4.718879 0.535961
H: -2.648385 -4.491352 -3.817311
H: -6.021626 -2.584813 1.942888
C: 4.477146 -2.070454 1.782105
Si: -3.669067 -1.992526 1.287291
C: 2.280076 -0.305616 -0.639725
O: 6.456764 -0.616168 0.633134
H: -4.918662 -3.980947 2.038029
C: 1.110244 4.155337 2.142678
C: -5.015582 -2.908260 2.204756
H: -3.333108 0.787488 -1.268818
C: 2.104298 3.078991 0.118239
C: 2.938432 -2.507382 -1.542509
H: -4.134287 0.118510 2.338287
C: -3.346980 -2.710406 -2.849014
C: 0.334330 6.424706 2.057716
O: 3.029033 3.161940 -0.654603
I: 1.185725 -1.577497 1.579425
H: -1.069909 0.628646 -2.564821
N: 2.499087 -1.096589 -1.715528

Atoms 1-2, force components in eV/Å:
H 0.041 -0.031 0.003
C -0.038 0.157 0.374

Its charge is +1. As for the HOMO-LUMO gap: 7.52 eV. The value obtained for the HOMO energy is -11.362 eV. The calculated total energy is -3537.69100 a.u. Its molecular weight is 780.57 g/mol.

=====

[7]
A cluster of 2 separate species, C3H4N2O2 in total, computed with wB97M-V/def2-TZVPD.

CARTESIAN COORDINATES (ANGSTROEM)
C: -1.374095 -1.877618 -0.652291
O: -2.309186 -1.962825 0.045442
H: 0.784756 2.549729 -0.720997
N: -0.104263 -0.380256 0.706962
C: 0.617511 0.783709 0.230982
N: 0.227026 2.052972 -0.041620
C: 1.383430 -0.236370 0.373260
H: -0.249415 -0.320547 1.717674
H: -0.767350 2.133511 -0.199998
O: -0.543879 -1.934235 -1.475505
H: 2.183600 -0.905521 0.115565

Atoms 1-2, force components in eV/Å:
C -0.167 -0.294 -0.271
O 0.584 0.073 -0.412

The calculation puts the energy above the lowest of the compared OMol25 structures with the same formula, charge and spin at 86.1 kcal/mol. As for the HOMO-LUMO gap: 8.80 eV. The value obtained for the HOMO energy is -8.095 eV. The calculated total energy is -376.62660 a.u. Its molecular weight is 100.08 g/mol.

=====

[8]
An isolated molecule of C21H16F4N2O4 in a non-equilibrium geometry, computed with wB97M-V/def2-TZVPD.

CARTESIAN COORDINATES (ANGSTROEM)
C: 5.765803 0.675794 -3.882509
C: 4.270848 -0.981654 -4.914603
O: -0.715373 -0.043102 0.855437
C: 3.624390 -1.064719 -3.689952
F: -3.669559 1.857936 3.152610
N: -3.813052 -0.126881 1.148313
H: -1.916013 1.105355 2.689029
F: -7.164289 -2.737859 2.266049
C: -2.788336 0.821179 3.250746
H: 1.340073 2.010530 -0.764525
C: 0.547600 0.383067 0.511889
F: -2.411630 0.607634 4.537151
F: -7.465643 -1.026954 3.620210
C: -0.898133 1.569573 -0.687986
C: -5.637760 -0.909639 2.133692
C: -3.102057 0.480153 0.109737
C: 3.601484 0.423416 -0.275277
H: -4.913650 -0.375046 4.039333
C: 3.260485 -0.381310 -1.357402
H: 3.965314 -1.631861 -5.746620
C: 0.496340 1.416811 -0.375052
C: -3.339873 -0.455270 2.502729
H: 2.360402 -0.992767 -1.288080
O: 2.896959 0.548780 0.917519
C: 1.759151 -0.211347 1.161776
C: 3.994884 -0.305054 -2.555246
C: -4.607712 -0.991979 3.175604
H: -4.499368 -2.013530 3.549939
H: 6.587294 1.350838 -4.011782
H: -2.772377 -2.269132 1.838620
C: 4.761329 1.233975 -0.332229
C: 5.094950 0.560115 -2.637024
H: 1.621507 -0.186221 2.225068
C: -1.613319 0.667406 0.073371
N: -5.134418 -0.415899 1.032994
O: -3.754815 0.876094 -0.891420
H: 2.802522 -1.785417 -3.598052
H: 5.056345 1.836459 0.539459
H: 5.870446 0.129824 -5.938065
C: 5.332512 -0.059278 -5.011837
H: 1.889412 -1.274270 0.860561
O: -2.431799 -1.538131 2.395403
H: -1.309908 2.266777 -1.439956
H: 6.378452 1.955857 -1.630033
C: 5.485442 1.306562 -1.544892
C: -7.077337 -1.372852 2.363035
H: -7.727522 -0.933965 1.622267

Atoms 1-2, force components in eV/Å:
C -1.257 -1.432 -1.731
C -0.250 0.145 1.009

The calculation puts the energy above the lowest of the compared OMol25 structures with the same formula, charge and spin at 9.5 kcal/mol. As for the HOMO-LUMO gap: 8.16 eV. The value obtained for the HOMO energy is -8.190 eV. The calculated total energy is -1619.70584 a.u. Its molecular weight is 436.36 g/mol.